Molecular formula: C7H8N2S
Method: DFT, wB97M-V/def2-TZVPD

Computed properties:
HOMO-LUMO gap (alpha / beta) = 8.0 / 8.3 eV

Last column: Löwdin charge in e.
Atoms and positions in Å:
C -1.00482 1.80248 0.44372  -0.136
C -2.03935 1.14193 1.19264  -0.496
C 0.84428 -0.50151 -0.36054  0.062
C 1.66184 -0.74131 -1.33996  -0.278
C 1.60060 -1.72549 -0.16904  -0.139
C -2.10343 -0.27324 1.65797  -0.060
C 2.50320 -0.55401 -2.54517  -0.033
N -1.06198 3.05652 0.34567  -0.288
N -2.83318 2.03590 1.68130  -0.268
S -2.35819 3.51385 1.23162  0.941
H 2.44523 -1.77026 0.51885  0.080
H 0.99169 -2.61673 -0.00871  0.073
H -1.43174 -0.35636 2.51507  0.073
H -3.20633 -0.58194 2.10678  0.144
H -1.70063 -0.88592 0.85788  0.047
H 1.86127 -1.07572 -3.27133  0.094
H 3.43127 -0.99982 -2.19415  0.092
H 2.40026 0.53162 -2.66260  0.092

Molecular formula: C2H5FNPS
Method: DFT, wB97M-V/def2-TZVPD

Computed properties:
SMILES string = C/P=N/F.C=S
HOMO-LUMO gap = 7.8 eV

Last column: Löwdin charge in e.
Atoms and positions in Å:
C 1.76678 1.19252 -0.47965  -0.600
C -0.74019 -0.89456 0.09931  -0.439
N -0.76829 1.55075 -0.25503  -0.388
F -0.91677 2.89922 -0.14147  -0.162
P -1.44918 0.58690 0.81426  0.877
S 2.08609 0.23115 0.73763  0.628
H 2.19383 2.23029 -0.24636  0.032
H 1.27125 0.92439 -1.43628  0.026
H 0.32245 -1.10007 0.35018  -0.071
H -0.72873 -0.68683 -1.03379  0.060
H -1.44369 -1.75881 0.21218  0.035

Molecular formula: C49H48Cl2N2NaO5Te
Method: DFT, wB97M-V/def2-TZVPD

Computed properties:
Spin multiplicity = 2
HOMO-LUMO gap (alpha / beta) = 5.5 / 5.9 eV
Net charge = -2

Last column: Löwdin charge in e.
Atoms and positions in Å:
Na -0.50872 -0.25309 -1.21499  0.107
C -0.24728 -2.09486 4.59874  -0.083
C -0.83938 -3.11901 3.62924  -0.370
C -2.27016 -2.69319 3.29893  -0.067
C 0.01876 -3.30890 2.38368  -0.185
C -0.44820 -4.01968 1.27351  -0.030
C 0.36564 -4.27373 0.17917  -0.032
C 1.68748 -3.82793 0.14704  -0.275
C 2.57434 -4.14104 -1.02554  -0.056
C 2.14243 -3.10405 1.23763  -0.051
C 1.32812 -2.85204 2.33390  -0.038
H -0.92042 -1.95734 5.44773  0.074
H -0.12410 -1.13117 4.09757  0.082
H 0.72297 -2.40737 4.98885  0.072
H -0.88105 -4.08998 4.14274  0.133
H -2.25104 -1.71745 2.81767  0.080
H -2.86353 -2.61822 4.21364  0.074
H -2.77095 -3.38821 2.62662  0.062
H -1.45388 -4.42271 1.27076  0.103
H -0.01647 -4.84115 -0.66313  0.116
H 2.64007 -5.22164 -1.17874  0.076
H 3.58445 -3.75708 -0.86818  0.067
H 2.15350 -3.69360 -1.92962  0.050
H 3.16694 -2.74236 1.25168  0.104
H 1.74383 -2.29351 3.15932  0.077
Cl -1.82369 3.11573 -4.20398  0.670
C -0.36401 2.17317 -4.23161  -0.586
C 0.31860 2.04026 -5.43715  -0.153
C 1.45664 1.27933 -5.50251  -0.622
Cl 2.28658 1.15003 -7.04028  0.611
C 1.95728 0.61419 -4.36637  -0.172
C 3.09789 -0.21623 -4.36127  -0.034
C 3.48204 -0.82867 -3.20136  -0.056
C 2.73436 -0.60677 -2.03693  -0.129
N 1.67239 0.15798 -2.00317  0.098
C 1.25976 0.76508 -3.13452  -0.133
C 0.03890 1.55581 -3.03256  -0.417
O -0.61746 1.64305 -1.94882  -0.245
H -0.06379 2.53529 -6.31895  0.094
H 3.65017 -0.36560 -5.27922  0.080
H 4.33567 -1.49375 -3.17734  0.098
H 3.00801 -1.08183 -1.09869  0.103
O -4.13000 0.21705 -2.84542  -0.055
H -3.29367 0.60790 -3.13343  0.022
H -4.07129 0.21864 -1.88150  0.015
O 0.72789 -2.99719 -3.40587  -0.013
C -0.44090 -2.62473 -3.21226  -0.588
O -0.83232 -1.66411 -2.49493  -0.072
C -1.55192 -3.41549 -3.90720  -0.116
C -2.88013 -3.02051 -3.77734  -0.025
C -3.88982 -3.74879 -4.39072  -0.091
C -3.58024 -4.87557 -5.14149  -0.124
C -2.25515 -5.26990 -5.27874  -0.112
C -1.24731 -4.54089 -4.66350  -0.040
H -3.10372 -2.13071 -3.20112  0.091
H -4.92213 -3.43541 -4.28456  0.096
H -4.36728 -5.44233 -5.62709  0.085
H -2.01157 -6.14749 -5.86784  0.086
H -0.20737 -4.82756 -4.75816  0.106
C 4.02072 7.46591 1.96991  -0.074
C 3.18139 6.25359 1.64971  -0.297
C 3.77195 5.03985 1.33365  -0.044
C 3.01591 3.90754 1.02677  -0.291
C 3.78470 2.65079 0.68600  -0.079
C 1.61206 3.97720 1.04198  -0.214
Te 0.36849 1.97060 0.51366  1.754
N -1.05971 0.48001 0.76198  -0.216
C -2.30544 0.91600 0.75493  -0.669
O -2.70278 2.09782 0.92502  -0.094
C -3.36769 -0.15219 0.55984  -0.158
C -4.64406 0.04968 1.07685  -0.033
C -5.63015 -0.91195 0.91484  -0.098
C -5.35862 -2.08850 0.22775  -0.104
C -4.08658 -2.30077 -0.28425  -0.082
C -3.10038 -1.33935 -0.12182  -0.046
C 1.02728 1.50480 2.51047  -0.365
C 2.06124 0.58116 2.63765  -0.162
C 2.60440 0.25175 3.87201  -0.127
C 2.10986 0.85763 5.01558  -0.116
C 1.04731 1.74290 4.90803  -0.072
C 0.47878 2.05856 3.67504  -0.289
C -0.71707 2.97142 3.63981  -0.050
C 1.01798 5.21821 1.29998  -0.309
C -0.47943 5.40616 1.18174  -0.081
C 1.79660 6.32782 1.62163  -0.044
H 5.08170 7.21394 1.95010  0.062
H 3.78209 7.86654 2.95810  0.069
H 3.84795 8.26109 1.24029  0.070
H 4.85730 4.96543 1.32065  0.104
H 4.71242 2.90141 0.16634  0.071
H 3.19921 1.98480 0.05589  0.026
H 4.04575 2.10912 1.59775  0.071
H -4.84752 0.97166 1.60628  0.109
H -6.61931 -0.74862 1.32893  0.089
H -6.13219 -2.83395 0.08461  0.090
H -3.85547 -3.21524 -0.81863  0.103
H -2.11350 -1.52152 -0.52550  0.086
H 2.43744 0.10336 1.73946  0.086
H 3.39629 -0.48628 3.94779  0.095
H 2.53791 0.63061 5.98568  0.089
H 0.63838 2.20058 5.80395  0.100
H -1.30345 2.85691 4.55439  0.075
H -1.35700 2.75461 2.78262  0.044
H -0.39133 4.01207 3.57542  0.072
H -0.97763 4.45318 1.01247  0.027
H -0.70673 6.06407 0.33842  0.078
H -0.89458 5.87348 2.07869  0.071
H 1.30974 7.27537 1.84518  0.111

Molecular formula: C2H7N2O
Method: DFT, wB97M-V/def2-TZVPD

Computed properties:
SMILES string = CC(=[NH2+])NO
HOMO-LUMO gap = 11.9 eV
Net charge = +1

Last column: Löwdin charge in e.
Atoms and positions in Å:
C 0.11058 -0.06576 0.24093  -0.317
C -1.26821 0.34064 -0.22152  0.027
N 1.11735 0.21666 -0.58227  -0.009
N 0.34561 -0.77749 1.30647  0.276
O 2.38669 -0.20661 -0.42983  0.030
H -1.38273 -0.01570 -1.28659  0.117
H -1.34994 1.45985 -0.18475  0.121
H -2.11385 -0.17738 0.33608  0.124
H 0.84698 0.90190 -1.30471  0.193
H 2.59968 -0.98526 -1.10500  0.216
H -0.26972 -1.41734 1.64914  0.116
H 1.28350 -0.86092 1.49451  0.106

Molecular formula: C25H35N9O10
Method: DFT, wB97M-V/def2-TZVPD

Computed properties:
SMILES string = C[N+](=O)[O-].C[N+](=O)[O-].C[N+](=O)[O-].C[N+](=O)[O-].C[N+](=O)[O-].c1ccncc1.c1ccncc1.c1ccncc1.c1ccncc1
HOMO-LUMO gap = 9.4 eV

Last column: Löwdin charge in e.
Atoms and positions in Å:
C 2.87015 2.53400 -1.02226  0.056
N 2.85885 1.80474 -2.32977  -0.469
O 1.95842 2.12767 -3.06263  0.030
O 3.63927 0.93703 -2.49165  0.098
H 2.20104 3.34540 -1.13557  0.076
H 3.92005 2.86309 -1.00035  0.108
H 2.60811 1.82634 -0.21918  0.083
C -0.21365 -4.03534 0.49440  0.021
N 0.99216 -3.65253 1.19807  -0.442
O 1.01690 -4.05432 2.33796  0.067
O 1.91207 -3.17252 0.57927  0.042
H -0.83248 -4.73903 1.05980  0.114
H 0.01498 -4.16220 -0.55537  0.101
H -0.89315 -3.19711 0.52884  0.076
C -1.88652 1.13757 7.38013  0.026
N -0.57988 0.47408 7.58941  -0.466
O -0.53317 -0.52074 8.31515  0.052
O 0.37190 1.00911 7.06171  0.043
H -1.71629 1.71039 6.49676  0.076
H -1.93140 1.87541 8.21259  0.115
H -2.71654 0.40403 7.31013  0.115
C 1.08661 -1.24125 4.25614  0.038
N -0.29373 -1.55010 4.68308  -0.429
O -0.93956 -0.59433 5.05427  0.027
O -0.66286 -2.69341 4.69794  0.096
H 1.30274 -1.81315 3.35274  0.068
H 1.73356 -1.45968 5.10381  0.116
H 1.16335 -0.18956 4.04875  0.080
C -0.50249 2.57699 -5.05391  0.022
N -1.44104 2.11452 -4.06532  -0.441
O -1.64423 0.90259 -4.05638  0.052
O -1.82740 2.91126 -3.25425  0.062
H 0.07725 3.45935 -4.83685  0.099
H -1.12331 2.94134 -5.89053  0.117
H -0.00031 1.66364 -5.32996  0.094
N 3.05859 0.60544 2.03723  0.060
C 3.75365 1.16689 3.01300  -0.167
C 4.76068 0.52524 3.67910  -0.079
C 4.93517 -0.81380 3.43698  -0.058
C 4.19130 -1.46030 2.41511  -0.058
C 3.31833 -0.67689 1.76022  -0.197
H 3.47029 2.17904 3.14901  0.097
H 5.33202 1.06956 4.44001  0.113
H 5.70307 -1.33691 3.97759  0.101
H 4.35738 -2.51641 2.14841  0.119
H 2.74855 -1.04863 0.88721  0.094
N 1.21100 -4.46527 -4.60402  0.059
C 2.20319 -4.03887 -3.81767  -0.172
C 2.44087 -2.72009 -3.56482  -0.079
C 1.69309 -1.79713 -4.30502  -0.085
C 0.66944 -2.17301 -5.14372  -0.068
C 0.51301 -3.54503 -5.25007  -0.169
H 2.94953 -4.72633 -3.42335  0.106
H 3.34755 -2.49107 -2.99610  0.111
H 2.02316 -0.74129 -4.29232  0.100
H 0.13079 -1.52137 -5.80453  0.098
H -0.24896 -3.92770 -5.92528  0.103
N -6.27323 0.64770 -2.34112  0.053
C -5.09586 1.27757 -2.30717  -0.156
C -4.92739 2.65603 -2.42356  -0.075
C -6.04900 3.40381 -2.72891  -0.097
C -7.29346 2.80964 -2.79764  -0.082
C -7.33073 1.42334 -2.66336  -0.155
H -4.23249 0.60908 -2.09995  0.112
H -3.92685 3.07449 -2.33549  0.078
H -5.93531 4.46498 -2.93144  0.104
H -8.19674 3.35892 -3.08586  0.105
H -8.28267 0.91448 -2.71856  0.095
N -0.32034 -0.68826 0.82453  0.075
C -0.05749 -0.52381 -0.46773  -0.152
C -0.12640 0.68237 -1.17419  -0.072
C -0.50487 1.76311 -0.41761  -0.091
C -0.88519 1.65389 0.91434  -0.076
C -0.78381 0.43675 1.49665  -0.122
H 0.31418 -1.43969 -1.00400  0.112
H 0.12519 0.76294 -2.20883  0.070
H -0.50194 2.77329 -0.86909  0.112
H -1.25080 2.50866 1.51047  0.119
H -1.01589 0.34130 2.55464  0.091

Molecular formula: C16H25CaClS3Se
Method: DFT, wB97M-V/def2-TZVPD

Computed properties:
HOMO-LUMO gap = 7.6 eV

Last column: Löwdin charge in e.
Atoms and positions in Å:
Ca -0.40018 0.14377 0.79611  0.865
C 4.01504 1.04069 -0.81374  -0.513
C 3.59311 -0.37596 -1.23735  -0.497
S 1.98760 -1.03736 -0.69415  0.847
C 2.40559 -2.10472 0.69522  -0.545
C 2.95619 -1.39166 1.91478  -0.519
S 1.91104 -0.09861 2.64772  0.846
C 2.33786 1.46658 1.83112  -0.579
C 3.76229 1.98841 1.85765  -0.509
S 4.93040 1.14795 0.75063  0.872
H 3.16348 1.72066 -0.79817  0.071
H 4.69076 1.42473 -1.57883  0.069
H 4.35665 -1.09667 -0.94209  0.078
H 3.54690 -0.41016 -2.32621  0.069
H 3.08111 -2.90592 0.38734  0.089
H 1.45674 -2.58571 0.95002  0.000
H 3.93361 -0.95677 1.72865  0.019
H 3.08391 -2.12317 2.71631  0.081
H 1.68587 2.18111 2.34229  0.056
H 1.99589 1.45035 0.79614  -0.005
H 4.20263 1.91596 2.85270  0.077
H 3.72839 3.04780 1.59686  0.081
Cl -1.01680 2.87345 1.44364  0.305
C -0.36635 2.40831 -0.27428  -0.631
H 0.53705 3.01972 -0.37208  -0.064
H -1.11403 2.84000 -0.94113  -0.061
C -4.46601 1.06377 -2.66662  -0.049
C -3.75146 0.18264 -1.67872  -0.270
C -2.99742 -0.90702 -2.09156  -0.012
C -2.32024 -1.72969 -1.19387  -0.310
C -1.53283 -2.89650 -1.72348  -0.087
C -2.40003 -1.46529 0.19023  -0.676
Se -1.30225 -2.41989 1.45910  0.552
C -3.18226 -0.36786 0.62065  -0.377
C -3.32752 -0.03772 2.08353  -0.110
C -3.83097 0.43266 -0.31638  -0.020
H -4.15760 0.84605 -3.68883  0.073
H -4.26647 2.11894 -2.47347  0.079
H -5.54693 0.91953 -2.60897  0.082
H -2.91825 -1.12176 -3.15261  0.115
H -1.58461 -2.93504 -2.81136  0.075
H -1.90741 -3.83618 -1.31311  0.079
H -0.48491 -2.85133 -1.42525  0.038
H -2.38962 0.27086 2.55685  0.035
H -3.65376 -0.91017 2.64898  0.074
H -4.03421 0.78046 2.22064  0.082
H -4.40998 1.28075 0.03515  0.123

Molecular formula: C2H8NOP
Method: DFT, wB97M-V/def2-TZVPD

Computed properties:
SMILES string = CCN[PH2]=O
HOMO-LUMO gap = 10.5 eV

Last column: Löwdin charge in e.
Atoms and positions in Å:
C 1.52846 -0.18265 -0.56522  -0.109
C 0.77480 0.16774 0.73526  -0.301
N -0.61586 -0.21831 0.66779  -0.260
O -3.08945 -0.28944 0.16609  -0.405
P -1.80725 0.25857 -0.31440  0.548
H 1.53215 0.56963 -1.38313  0.078
H 2.50035 -0.44391 -0.17085  0.055
H 1.08732 -1.12719 -0.99656  0.082
H 1.17197 -0.40400 1.61252  0.133
H 0.78865 1.20314 0.75450  0.068
H -0.97946 -0.82463 1.39659  0.100
H -1.45784 1.68864 -0.52705  0.036
H -1.43385 -0.39761 -1.37554  -0.024

How do the records compare in energy above the lowest of the compared OMol25 structures with the same formula, charge and spin? In the order shown, they have 796.8 295.4 49.5 216.2 73.1 9.2 145.5 kJ/mol.
How do the records compare in E_tot? In the order shown, they have -778.93435 -973.19457 -3732.55390 -264.84886 -2218.28855 -5358.50912 -552.32817 Eh.